A molecular structure, C29H29Cl5GeN6O5SeSiTi. Source: OMol25; level of theory: ωB97M-V with the def2-TZVPD basis set.

⟨S²⟩	0.7535
charge	-1
E_tot	-9745.97903	a.u.
HOMO level (spin up / spin down)	-4.8 / -5.1	eV
ΔE to the lowest compared entry with this formula, charge and spin	10.3	kJ/mol
frontier orbital gap (spin up / spin down)	5.511 / 5.837	eV
multiplicity	2

CARTESIAN COORDINATES (ANGSTROEM)
Ti1 0.0627 -0.3188 0.3418
C1 0.8877 -3.8909 -2.5827
O1 -0.5166 -3.8049 -2.2674
C2 -0.8909 -2.8222 -1.4696
O2 -0.1449 -1.9014 -1.1338
N1 -2.2046 -2.9384 -1.1665
N2 -2.8527 -1.9210 -0.4558
H1 0.9561 -4.6750 -3.3307
H2 1.4555 -4.1623 -1.6981
H3 1.2425 -2.9436 -2.9846
H4 -2.5178 -3.8944 -1.0668
H5 -2.7142 -2.0503 0.5449
H6 -3.8308 -1.9484 -0.7066
Se1 -6.5259 3.9889 -1.1830
N3 -5.6746 3.4922 0.3061
C3 -4.6353 2.7963 -0.0599
C4 -3.6766 2.2216 0.8796
C5 -3.7785 2.3680 2.2617
C6 -2.8083 1.8020 3.0583
C7 -1.7512 1.1210 2.4616
N4 -1.6417 0.9866 1.1446
C8 -2.5992 1.5035 0.3655
C9 -2.4424 1.2836 -1.0751
N5 -1.4079 0.5260 -1.4332
C10 -1.1803 0.3388 -2.7237
C11 -2.0002 0.8672 -3.7166
C12 -3.0927 1.6244 -3.3515
C13 -3.3244 1.8473 -1.9966
C14 -4.4517 2.6243 -1.4900
N6 -5.3468 3.1831 -2.2550
H7 -4.6126 2.9170 2.6781
H8 -2.8497 1.8734 4.1359
H9 -0.9621 0.6666 3.0462
H10 -0.3036 -0.2477 -2.9692
H11 -1.7680 0.6795 -4.7554
H12 -3.7639 2.0518 -4.0845
C15 3.6142 -0.3080 2.7685
Si1 2.1543 0.8456 2.7806
C16 1.4423 0.9686 4.5118
C17 2.7042 2.5506 2.2237
O3 0.9670 0.3383 1.7728
H13 4.4383 0.1156 3.3505
H14 3.9716 -0.4678 1.7475
H15 3.3605 -1.2804 3.1941
H16 2.2163 1.2298 5.2385
H17 1.0106 0.0068 4.7977
H18 0.6638 1.7357 4.5711
H19 3.4717 2.9576 2.8880
H20 1.8613 3.2472 2.2093
H21 3.1108 2.5071 1.2108
Cl1 -2.8823 -1.8482 4.4626
C18 -1.9173 -2.9812 3.4635
Cl2 -2.9956 -3.8848 2.3806
C19 -0.8111 -2.1565 2.7596
O4 0.1975 -2.0036 3.4279
O5 -1.0995 -1.6904 1.6123
H22 -1.4589 -3.6916 4.1394
C20 4.4481 -0.3897 -3.6550
C21 3.8318 -1.3025 -2.7703
C22 2.8369 -0.8769 -1.9374
C23 2.4002 0.4760 -1.9117
C24 1.3589 0.8936 -1.0184
C25 1.0857 2.2467 -1.0196
C26 1.7386 3.1776 -1.8573
C27 2.6923 2.7587 -2.7410
C28 3.0539 1.3910 -2.7836
C29 4.0688 0.9214 -3.6575
H23 5.2348 -0.7299 -4.3182
H24 4.1562 -2.3351 -2.7264
H25 2.3824 -1.5800 -1.2515
H26 0.3225 2.6396 -0.3468
H27 1.4734 4.2287 -1.8038
H28 3.1929 3.4596 -3.4006
H29 4.5527 1.6329 -4.3189
Cl3 2.8703 -4.0848 3.0219
Ge1 2.0049 -3.1445 1.1640
Cl4 3.5936 -4.0648 -0.2714
Cl5 0.3470 -4.7517 0.8246